{"formula": "C42H55CsGe2N5O3S2", "method": "the ωB97M-V functional and the def2-TZVPD basis", "symbols": ["Cs", "C", "O", "C", "C", "O", "C", "C", "O", "C", "H", "H", "H", "H", "H", "H", "H", "H", "H", "H", "H", "H", "H", "H", "N", "C", "C", "C", "C", "C", "C", "N", "C", "C", "C", "S", "C", "N", "H", "H", "H", "H", "H", "H", "H", "C", "C", "Ge", "C", "C", "C", "C", "Ge", "C", "C", "C", "C", "C", "C", "C", "C", "C", "C", "H", "H", "H", "H", "H", "H", "H", "H", "H", "H", "H", "H", "H", "H", "H", "H", "H", "H", "H", "H", "H", "H", "H", "H", "H", "H", "S", "C", "C", "C", "N", "C", "C", "C", "C", "C", "N", "C", "C", "H", "H", "H", "H", "H", "H", "H", "H"], "coordinates": [[1.0287, -0.2013, -0.4655], [4.5189, 1.5276, 0.3706], [3.8901, 0.5582, -0.4520], [4.5856, -0.6762, -0.5296], [4.3921, -1.5788, 0.6721], [3.1314, -2.2268, 0.5635], [2.8271, -3.0719, 1.6665], [2.0979, -2.3564, 2.7778], [0.8407, -1.9210, 2.3036], [0.0072, -1.4450, 3.3413], [5.5948, 1.5657, 0.1786], [4.3554, 1.3357, 1.4351], [4.0847, 2.4929, 0.1195], [5.6560, -0.4968, -0.6718], [4.2003, -1.1913, -1.4134], [4.4578, -1.0016, 1.6016], [5.1946, -2.3250, 0.6768], [3.7400, -3.5178, 2.0739], [2.1940, -3.8718, 1.2833], [2.6814, -1.5028, 3.1498], [1.9678, -3.0595, 3.6102], [-0.1158, -2.2002, 4.1238], [-0.9629, -1.2279, 2.9011], [0.4167, -0.5338, 3.7919], [0.8412, 0.3260, -5.3290], [1.0705, -1.0365, -5.4011], [1.0462, -1.9394, -6.4597], [1.3343, -3.2544, -6.1543], [1.6420, -3.6526, -4.8418], [1.6602, -2.7483, -3.8005], [1.3582, -1.4179, -4.0887], [1.2913, -0.3129, -3.2481], [0.9916, 0.6960, -4.0236], [0.8692, 2.0939, -3.5926], [1.0054, 3.1781, -4.4045], [0.8140, 4.6100, -3.5034], [0.5706, 3.6711, -2.0922], [0.6275, 2.3864, -2.2686], [0.5535, 0.9242, -6.0838], [0.8142, -1.6281, -7.4699], [1.3280, -3.9955, -6.9425], [1.8712, -4.6924, -4.6509], [1.9055, -3.0617, -2.7919], [1.2328, 3.2108, -5.4583], [0.3672, 4.1393, -1.1383], [-3.6359, 1.9744, 2.1175], [-2.3641, 1.1544, 1.8803], [-2.5856, 0.1018, 0.2352], [-2.7421, 1.3874, -1.2613], [-4.1892, 1.5127, -1.7501], [-4.1470, -1.0692, 0.4006], [-3.7678, -2.3259, 0.1183], [-1.8781, -2.2064, -0.4700], [-1.7877, -2.2299, -2.4467], [-3.1105, -2.6843, -3.0753], [-0.6843, -3.6447, 0.1912], [-0.9306, -4.9535, -0.5694], [-4.6471, -3.5155, 0.1983], [-5.9243, -3.5012, -0.3624], [-6.7547, -4.6080, -0.2596], [-6.3252, -5.7433, 0.4129], [-5.0572, -5.7689, 0.9775], [-4.2228, -4.6669, 0.8622], [-3.5155, 2.6450, 2.9709], [-4.4911, 1.3289, 2.3214], [-3.8856, 2.5927, 1.2517], [-2.1704, 0.4911, 2.7237], [-1.4949, 1.8047, 1.7676], [-2.0931, 1.0586, -2.0780], [-2.3553, 2.3524, -0.9225], [-4.6050, 0.5375, -2.0113], [-4.2573, 2.1507, -2.6341], [-4.8343, 1.9434, -0.9819], [-5.1602, -0.8305, 0.7268], [-0.9698, -2.8857, -2.7527], [-1.5289, -1.2249, -2.7953], [-3.4206, -3.6612, -2.6991], [-3.0235, -2.7572, -4.1615], [-3.9160, -1.9821, -2.8501], [-0.8626, -3.7541, 1.2613], [0.3610, -3.3442, 0.0729], [-1.9849, -5.2312, -0.5898], [-0.3851, -5.7767, -0.1031], [-0.5921, -4.8802, -1.6045], [-6.2577, -2.6171, -0.8929], [-7.7399, -4.5846, -0.7071], [-6.9747, -6.6050, 0.4966], [-4.7183, -6.6494, 1.5084], [-3.2374, -4.6838, 1.3132], [1.1562, 6.6011, 4.2803], [1.1090, 5.0170, 3.4629], [1.6166, 4.8522, 2.1793], [1.5461, 3.5988, 1.5986], [1.0079, 2.5319, 2.1940], [0.5181, 2.7051, 3.4203], [0.5433, 3.9190, 4.0936], [2.9246, 6.8555, 4.2500], [3.4921, 7.7622, 3.3700], [4.8726, 7.9187, 3.3895], [5.6778, 7.2437, 4.2052], [5.1139, 6.3847, 5.0543], [3.7474, 6.1569, 5.1206], [2.0630, 5.6851, 1.6517], [1.9361, 3.4410, 0.5972], [0.0835, 1.8309, 3.8927], [0.1278, 4.0078, 5.0889], [2.8776, 8.3387, 2.6913], [5.3519, 8.6186, 2.7141], [5.7883, 5.8565, 5.7185], [3.3346, 5.4542, 5.8322]], "lowdin_charge": [1.05, -0.09, -0.33, -0.20, -0.19, -0.23, -0.18, -0.20, -0.27, -0.08, 0.10, 0.09, 0.08, 0.13, 0.13, 0.13, 0.14, 0.14, 0.13, 0.13, 0.14, 0.10, 0.07, 0.09, 0.18, -0.18, -0.01, -0.07, -0.08, -0.03, -0.24, 0.01, -0.29, -0.32, -0.34, 1.07, -0.46, -0.01, 0.16, 0.11, 0.11, 0.11, 0.11, 0.08, 0.07, -0.16, -0.37, 0.81, -0.37, -0.17, -0.22, -0.37, 0.83, -0.36, -0.15, -0.37, -0.15, -0.25, -0.04, -0.08, -0.09, -0.08, -0.06, 0.07, 0.07, 0.06, 0.04, 0.03, 0.03, 0.05, 0.06, 0.07, 0.06, 0.07, 0.04, 0.04, 0.07, 0.07, 0.06, 0.05, 0.02, 0.05, 0.07, 0.06, 0.11, 0.10, 0.10, 0.10, 0.10, 1.00, -0.51, -0.06, -0.15, 0.06, -0.14, -0.06, -0.53, -0.09, -0.14, 0.07, -0.13, -0.08, 0.11, 0.09, 0.10, 0.11, 0.11, 0.11, 0.11, 0.11], "total_charge": 1, "e_above_lowest_kj_mol": 0.00, "orbital_gap_ev": 8.20, "e_tot_ha": -7103.0632}